Record 1
# C2HFN2O2

A cluster of 2 separate species, C2HFN2O2 in total at a distorted geometry (the ωB97M-V functional and the def2-TZVPD basis, OMol25).

Geometry (Å):
F -2.380 -0.633 -1.238
O 1.866 -1.651 1.972
O -0.179 2.229 0.187
N 1.091 0.455 1.063
N -1.260 -0.115 -1.858
C 0.375 1.320 0.553
C 1.241 -0.706 1.624
H -0.754 -0.899 -2.303

For the LUMO energy (spin up / spin down), the calculation gives 0.1479 / -1.2844 eV. As for the HOMO energy (spin up / spin down): -11.556 / -6.945 eV.

=====

Record 2
# C3H5NO2

A cluster of 3 separate species, C3H5NO2 in total at a distorted geometry (the ωB97M-V functional and the def2-TZVPD basis, OMol25).

Geometry (Å):
O -0.523 -1.152 -1.251
O -1.199 0.465 1.307
N 2.789 0.925 -0.087
C -0.870 -1.596 -0.177
C 2.050 0.219 -0.626
C -0.820 1.397 0.638
H 1.311 -0.416 -1.100
H -0.653 1.299 -0.451
H -1.919 -1.865 0.026
H -0.152 -1.786 0.640
H -0.622 2.386 1.085

For the LUMO energy, the calculation gives 0.4334 eV. As for the SMILES: C#N.C=O.C=O. As for the HOMO energy: -10.750 eV.

=====

Record 3
# CHN2O4

A cluster of 2 separate species, CHN2O4 in total at a distorted geometry (the ωB97M-V functional and the def2-TZVPD basis, OMol25).

Geometry (Å):
O -1.083 0.497 2.162
O 1.819 0.910 -0.784
O 1.088 -0.869 -1.783
O -1.894 0.585 0.018
N 1.096 -0.107 -0.832
N 0.420 -0.359 0.223
C -1.231 0.472 0.993
H -0.215 -1.129 0.003

As for the total charge: -1. For the LUMO energy, the calculation gives 3.9538 eV. As for the HOMO energy: -4.943 eV.

=====

Record 4
# C23H25N3O3S

The molecule C23H25N3O3S at a distorted geometry (the ωB97M-V functional and the def2-TZVPD basis, OMol25).

Geometry (Å):
S -3.259 2.540 0.429
O -1.171 2.200 -1.486
O 4.564 1.255 1.826
O 4.601 -0.699 -1.159
N 2.743 0.817 0.577
N 0.664 2.533 -0.235
N -2.004 0.251 0.672
C 2.053 0.582 -0.671
C -1.849 -1.084 0.542
C -4.067 -1.268 -0.418
C -5.451 0.852 -0.660
C -6.600 0.011 -1.198
C -4.226 0.082 -0.271
C 6.822 -0.567 -1.214
C -2.865 -1.896 -0.022
C -2.633 -3.277 -0.154
C -0.678 2.504 -0.420
C 0.839 -3.671 1.274
C 1.369 2.792 0.999
C 1.518 1.910 -1.225
C 5.713 -1.118 -1.779
C -1.449 -3.825 0.254
C 4.082 0.785 0.804
C 1.904 1.471 1.563
C 6.354 0.246 -0.161
C -3.121 0.793 0.275
C -1.524 2.923 0.776
C -0.439 -3.029 0.830
C 4.985 0.141 -0.166
C -0.651 -1.682 0.973
H -1.473 4.000 0.939
H -3.407 -3.896 -0.585
H 2.350 2.584 -1.457
H 2.215 3.452 0.776
H -5.789 1.417 0.216
H 1.062 0.815 1.805
H -6.925 -0.720 -0.460
H 0.924 1.736 -2.123
H 6.931 0.837 0.520
H 0.101 -1.057 1.431
H 0.729 3.288 1.725
H -1.245 2.378 1.676
H 0.640 -4.409 2.051
H 1.204 -0.086 -0.483
H 1.313 -4.187 0.440
H -4.850 -1.879 -0.842
H 5.587 -1.799 -2.598
H -5.156 1.592 -1.411
H 2.509 1.647 2.454
H 1.533 -2.932 1.667
H 7.840 -0.723 -1.507
H -6.307 -0.512 -2.106
H -1.275 -4.886 0.145
H 2.710 0.114 -1.397
H -7.444 0.654 -1.434

For the LUMO energy, the calculation gives 0.4878 eV. As for the SMILES: CCc1cc2ccc(C)cc2nc1SCC(=O)N1CCN(C(=O)c2ccco2)CC1. As for the HOMO energy: -8.135 eV.

=====

Record 5
# C5H10O2

The molecule C5H10O2 (the ωB97M-V functional and the def2-TZVPD basis, OMol25).

Geometry (Å):
O 1.119 0.114 -0.702
O -0.487 -0.842 0.832
C 1.789 2.193 0.604
C 0.726 1.251 0.107
C 0.655 -0.117 0.601
C -1.511 -0.838 -0.155
C -1.472 -2.157 -0.901
H 2.547 1.646 1.172
H -1.513 -2.978 -0.182
H 2.297 2.740 -0.196
H -1.396 0.009 -0.836
H -0.531 -2.232 -1.448
H -0.194 1.720 -0.243
H 1.411 -0.459 1.307
H -2.453 -0.707 0.384
H 1.314 2.928 1.264
H -2.301 -2.273 -1.608

For the LUMO energy, the calculation gives 1.0990 eV. As for the SMILES: CCO[C@H]1O[C@@H]1C. As for the HOMO energy: -9.567 eV.

=====

Record 6
# C5H13N2

A cluster of 2 separate species, C5H13N2 in total (the ωB97M-V functional and the def2-TZVPD basis, OMol25).

Geometry (Å):
N 0.569 1.290 0.437
N -1.000 -2.975 -0.513
C 0.371 0.144 -0.290
C -0.655 3.415 0.285
C 1.440 -2.925 -0.761
C 0.309 -3.026 -0.075
C -0.532 2.070 0.989
H 0.275 3.977 0.392
H -1.147 -2.698 -1.474
H -0.360 2.190 2.060
H 2.388 -2.825 -0.259
H -1.679 -2.614 0.135
H -0.609 -0.295 -0.333
H 0.370 -3.130 1.005
H 1.183 -0.314 -0.820
H 1.405 1.824 0.263
H -1.430 1.475 0.827
H -1.448 4.005 0.748
H -0.880 3.285 -0.771
H 1.429 -2.874 -1.845

For the LUMO energy (spin up / spin down), the calculation gives 1.0740 / 1.0228 eV. As for the spin multiplicity: 2. As for the HOMO energy (spin up / spin down): -5.682 / -8.054 eV.

=====

Record 7
# C3H6N2O

The molecule C3H6N2O (the ωB97M-V functional and the def2-TZVPD basis, OMol25).

Geometry (Å):
O 1.998 -0.594 0.883
N -0.224 -0.175 -0.273
N 0.606 1.473 0.683
C -0.536 0.998 0.199
C 1.418 0.151 0.127
C -1.009 -1.357 -0.482
H 1.809 0.469 -0.861
H -1.508 1.489 0.199
H -2.082 -1.133 -0.451
H -0.769 -1.796 -1.455
H 0.845 2.457 0.682
H -0.778 -2.092 0.299

For the LUMO energy, the calculation gives 0.8124 eV. As for the HOMO energy: -8.914 eV.

=====

Record 8
# C3H3NO2P

The ion C3H3NO2P with charge -1 at a distorted geometry (the ωB97M-V functional and the def2-TZVPD basis, OMol25).

Geometry (Å):
P -0.526 1.430 -0.141
O 2.094 1.309 0.301
O 1.991 -1.638 0.070
N -1.591 0.194 0.119
C -0.194 -1.255 -0.441
C 1.085 0.644 0.173
C 1.032 -0.848 -0.048
H -0.782 -2.089 -0.464
H -0.819 1.943 1.100
H -2.290 0.309 -0.670

As for the total charge: -1. For the LUMO energy, the calculation gives 4.3629 eV. As for the HOMO energy: -3.728 eV.

=====

Energy above the lowest of the compared OMol25 structures with the same formula, charge and spin across the listed records, respectively: 139.0; 68.0; 11.4; 18.6; 54.2; 20.8; 62.7; 62.4 kcal per mole.
Energy across the listed records, respectively: -11876.61148; -8774.74444; -12222.03149; -45705.73124; -9440.69155; -8373.37918; -8233.98047; -18030.87197 eV.